No. 1
{
  "formula": "C7H15NO",
  "method": "ωB97M-V/def2-TZVPD",
  "lumo_ha": [-0.0296, -0.0186],
  "homo_ev": [-9.18, -9.63],
  "elements": ["C", "C", "C", "C", "C", "C", "C", "N", "O", "H", "H", "H", "H", "H", "H", "H", "H", "H", "H", "H", "H", "H", "H", "H"],
  "positions_angstrom": [[0.42104, -1.47267, -0.23001], [-0.27734, 0.83923, 0.60526], [-0.79576, -2.34023, -0.85139], [1.37233, -1.08035, -1.37528], [-0.27907, 1.53624, -0.76786], [-1.51465, 1.27837, 1.40805], [1.00781, 1.22834, 1.39679], [-0.30388, -0.60007, 0.59826], [1.01879, -2.03114, 0.81409], [0.84231, -0.58838, -2.18751], [-0.27700, -3.19557, -1.28638], [-1.44400, -2.67719, -0.04741], [-1.35481, -1.78929, -1.60510], [2.15372, -0.42097, -0.99954], [1.84077, -1.99763, -1.72698], [1.00519, 2.31264, 1.52273], [0.67707, 1.45717, -1.27723], [-0.49080, 2.59636, -0.62377], [-1.05621, 1.11572, -1.40735], [-1.54366, 0.76567, 2.36827], [-2.42373, 1.02882, 0.85943], [-1.49976, 2.35479, 1.57686], [1.01353, 0.74765, 2.37329], [1.90810, 0.93249, 0.86278]],
  "atomic_forces_ev_per_a": [[-2.677, -0.372, -3.044], [0.866, 0.414, 0.609], [1.744, -0.004, 0.406], [-0.120, 0.254, 0.757], [0.013, -0.281, 0.115], [0.140, -0.128, -0.139], [-0.361, 0.142, -0.152], [-0.512, 0.556, 0.472], [1.030, -0.344, 1.538], [0.002, -0.129, -0.059], [-0.342, -0.219, -0.272], [0.034, 0.071, 0.021], [0.067, 0.032, -0.048], [0.080, 0.011, -0.065], [-0.012, 0.003, -0.099], [0.076, -0.010, 0.040], [0.037, -0.032, -0.003], [-0.038, -0.027, 0.031], [-0.030, 0.036, -0.041], [0.028, -0.006, -0.010], [-0.022, -0.008, 0.007], [0.032, 0.042, -0.015], [-0.036, 0.014, 0.001], [0.001, -0.016, -0.051]]
}

=====

No. 2
{
  "formula": "C7H15NO",
  "method": "ωB97M-V/def2-TZVPD",
  "lumo_ha": [0.0191, 0.0191],
  "homo_ev": [-7.10, -7.10],
  "elements": ["C", "C", "C", "C", "O", "N", "H", "H", "H", "H", "H", "H", "H", "H", "H", "C", "C", "C", "H", "H", "H", "H", "H", "H"],
  "positions_angstrom": [[1.97397, -0.14727, 0.28927], [2.55654, -1.34349, -0.43098], [1.53604, 0.96859, -0.55009], [0.01546, -0.44006, 1.92137], [2.72794, 0.10364, 1.45079], [0.44743, -0.57717, 0.72551], [2.75177, 1.05704, 1.58169], [1.91322, -1.64253, -1.25828], [3.54250, -1.08236, -0.81922], [1.90117, 1.02527, -1.56769], [0.08682, 0.03506, -0.15601], [1.36976, 1.91466, -0.04039], [2.65702, -2.17896, 0.26161], [-1.03912, -0.26299, 2.09964], [0.71889, -0.43110, 2.74770], [-2.43766, -0.49563, -1.46143], [-2.97451, 0.31918, -0.32481], [-2.46495, 1.47051, 0.09835], [-3.90061, -0.04058, 0.11776], [-2.16990, -1.50188, -1.12566], [-3.19227, -0.61375, -2.24432], [-1.55227, -0.03466, -1.90188], [-1.55413, 1.87640, -0.32834], [-2.91310, 2.02206, 0.91540]],
  "atomic_forces_ev_per_a": [[-0.015, 0.101, -0.200], [-0.084, 0.057, 0.115], [-0.145, -0.157, 0.227], [0.044, 0.116, -0.346], [-0.387, -0.176, -0.066], [0.461, 0.570, 0.213], [-0.042, -0.017, -0.090], [-0.007, 0.032, 0.025], [-0.080, 0.005, 0.024], [0.046, -0.039, 0.034], [0.010, -0.359, 0.119], [0.071, 0.037, 0.022], [0.035, -0.012, -0.016], [-0.006, -0.038, -0.040], [0.083, -0.121, -0.026], [0.076, -0.064, 0.042], [-0.197, 0.262, -0.214], [0.102, -0.222, 0.128], [0.083, -0.035, 0.104], [-0.010, 0.026, -0.025], [0.032, 0.022, 0.056], [-0.009, 0.010, 0.022], [0.001, 0.001, -0.068], [-0.062, 0.000, -0.038]]
}

=====

No. 3
{
  "formula": "C7H15NO",
  "method": "ωB97M-V/def2-TZVPD",
  "lumo_ha": 0.0314,
  "homo_ev": -9.13,
  "smiles": "CC(=O)[C@H](C)C(C)(C)N",
  "elements": ["C", "C", "O", "C", "C", "C", "C", "C", "N", "H", "H", "H", "H", "H", "H", "H", "H", "H", "H", "H", "H", "H", "H", "H"],
  "positions_angstrom": [[-2.55227, -0.25815, 0.92086], [-1.51290, -0.28203, -0.18422], [-1.70545, -0.89735, -1.21481], [-0.37872, 0.67712, 0.06179], [-0.47539, 1.82738, -0.92746], [0.90991, -0.28226, -0.10298], [0.82571, -1.58430, 0.71777], [2.12284, 0.51392, 0.40079], [1.11559, -0.52848, -1.52254], [-2.89838, 0.76110, 1.07895], [-2.11288, -0.61393, 1.85144], [-3.39139, -0.89567, 0.65480], [-0.38882, 1.04311, 1.09106], [-1.49044, 2.22489, -0.92940], [0.24681, 2.60144, -0.68539], [-0.26923, 1.46359, -1.93141], [1.75173, -2.15005, 0.62048], [0.02870, -2.22617, 0.34688], [0.66546, -1.37082, 1.77305], [3.01602, -0.10690, 0.36356], [2.29763, 1.37643, -0.23495], [1.97986, 0.83743, 1.42908], [1.91411, -1.13717, -1.66437], [0.30149, -0.99311, -1.91297]],
  "atomic_forces_ev_per_a": [[-0.052, -0.743, -0.251], [-1.819, 0.981, 0.309], [0.454, 0.137, 0.415], [1.264, -2.068, -0.583], [0.186, -0.280, -0.193], [0.549, 1.322, 0.255], [-0.429, 0.362, -0.199], [-0.144, -0.194, -0.152], [-0.072, -0.151, -0.236], [0.058, 0.140, 0.003], [0.060, 0.045, 0.134], [-0.074, -0.009, 0.021], [-0.137, -0.145, -0.038], [0.044, 0.244, 0.125], [-0.062, 0.189, 0.002], [0.043, 0.020, -0.003], [0.122, 0.116, -0.016], [-0.123, -0.061, 0.075], [-0.049, -0.057, 0.168], [0.146, -0.074, 0.005], [-0.025, 0.149, -0.026], [0.009, 0.042, 0.132], [0.028, 0.035, 0.061], [0.026, 0.000, -0.008]]
}

=====

No. 4
{
  "formula": "C7H15NO3P",
  "method": "ωB97M-V/def2-TZVPD",
  "lumo_ha": 0.1316,
  "charge": -1,
  "homo_ev": -4.44,
  "smiles": "CNC1([P@](=O)([O-])O)CCCCC1",
  "elements": ["C", "N", "C", "P", "O", "O", "O", "C", "C", "C", "C", "C", "H", "H", "H", "H", "H", "H", "H", "H", "H", "H", "H", "H", "H", "H", "H"],
  "positions_angstrom": [[-0.72211, -2.40245, -0.57071], [-0.22960, -1.09732, -1.02114], [-0.45634, -0.01617, -0.10026], [-2.37302, 0.35631, 0.13416], [-3.06878, -0.16460, -1.13013], [-2.69680, 1.70167, 0.71501], [-2.56737, -0.80080, 1.33854], [0.26682, -0.07287, 1.15684], [1.78148, 0.01258, 1.03744], [2.30240, 1.33731, 0.41794], [1.63234, 1.41599, -0.96696], [0.11656, 1.34897, -0.85338], [-1.86027, -2.64896, -0.60376], [-0.44669, -3.23967, -1.17812], [-0.22017, -2.62052, 0.44496], [-0.80827, -0.88174, -1.80344], [-2.81793, -1.54525, 0.82043], [-0.20389, -0.84161, 1.82327], [-0.08305, 0.79279, 1.80518], [1.87169, -0.75621, 0.31825], [2.29565, -0.16953, 1.95758], [1.93018, 2.23021, 0.96604], [3.33352, 1.52915, 0.32333], [1.76600, 2.31233, -1.42003], [1.91642, 0.55240, -1.61139], [-0.17596, 2.13958, -0.13172], [-0.48280, 1.52842, -1.86792]],
  "atomic_forces_ev_per_a": [[-0.430, -0.935, 1.851], [-0.284, -1.758, 0.104], [-1.380, 3.971, -2.654], [0.197, -0.555, -0.545], [0.998, 0.427, 1.439], [0.634, -0.836, -0.330], [-0.159, 1.397, 0.108], [-0.989, 1.437, 4.101], [-0.077, 0.820, -0.122], [-3.058, 0.221, -0.568], [-1.041, -3.119, 0.648], [-2.350, -0.884, 0.353], [1.368, 1.276, 0.713], [1.128, -0.180, -0.921], [-1.292, 0.229, -1.310], [-0.313, 0.395, -0.909], [-0.440, -1.281, -0.428], [1.201, -0.236, -0.642], [0.220, -0.356, -0.964], [1.529, -1.159, -0.751], [0.198, -0.559, 0.621], [-0.032, -0.543, 0.140], [1.564, -0.601, 0.078], [1.220, 2.713, -1.675], [0.355, 0.684, 0.272], [-0.200, -0.140, -0.641], [1.433, -0.427, 2.031]]
}

=====

Energy relative to the best compared isomer or geometry (same formula, charge and spin) across the listed records, respectively: 106.3, 116.7, 15.3, 40.6 kcal/mol.